# 1
Density functional theory data (wB97M-V/def2-TZVPD) for 8 unconnected molecules or ions with the total composition C20H44N4O16 in a non-equilibrium geometry.

## Properties
- E_HOMO: -10.187 eV
- SMILES string: C[N+](=O)[O-].C[N+](=O)[O-].C[N+](=O)[O-].C[N+](=O)[O-].CCOC(C)=O.CCOC(C)=O.CCOC(C)=O.CCOC(C)=O
- HOMO-LUMO gap: 10.41 eV
- LUMO energy: 0.2 eV

Last column: Löwdin charge in e.
CARTESIAN COORDINATES (ANGSTROEM)
C 21.5310 22.4237 23.4871  0.058
N 20.3151 21.9428 22.7822  -0.454
O 19.2581 22.3901 23.1725  0.054
O 20.4541 21.2002 21.8390  0.073
H 21.5741 23.4962 23.3099  0.108
H 22.4051 21.9105 23.1161  0.095
H 21.3729 22.2890 24.5543  0.085
C 15.1224 21.4202 22.2255  0.068
N 15.9961 20.2123 22.1688  -0.423
O 16.2645 19.6365 23.1984  0.057
O 16.4402 19.9111 21.0828  0.053
H 15.7688 22.2161 21.8626  0.105
H 14.8790 21.6278 23.2586  0.088
H 14.2648 21.2806 21.5801  0.064
C 10.0213 20.8669 20.3131  0.065
N 11.4139 21.0781 20.8645  -0.459
O 11.8270 22.2089 20.9371  0.056
O 12.0289 20.0973 21.1896  0.071
H 9.3482 21.1546 21.1142  0.099
H 9.9651 19.8256 20.0263  0.082
H 9.9294 21.5797 19.5008  0.097
C 18.0607 19.3922 18.2908  0.052
N 18.1429 18.5348 17.0600  -0.451
O 17.4347 17.5520 17.0309  0.055
O 18.8592 18.9125 16.1495  0.057
H 18.4074 18.8277 19.1409  0.099
H 17.0194 19.6993 18.3068  0.079
H 18.6424 20.2746 18.0511  0.094
C 16.8065 20.0032 30.0830  -0.058
C 16.3711 18.8315 29.2124  -0.213
O 16.1741 19.1649 27.8354  -0.026
C 15.1415 19.9820 27.5749  -0.542
C 14.9402 20.2465 26.1154  0.027
O 14.4263 20.4074 28.4380  0.104
H 15.9817 20.6764 30.2888  0.070
H 17.6236 20.5335 29.5920  0.076
H 17.1891 19.5708 31.0080  0.079
H 17.1721 18.0931 29.2124  0.118
H 15.4623 18.3523 29.5804  0.120
H 15.2521 19.3761 25.5435  0.054
H 15.5319 21.0946 25.7754  0.086
H 13.8966 20.4506 25.8978  0.099
C 12.2178 16.3423 28.3705  -0.061
C 12.3848 16.8897 26.9634  -0.228
O 13.7659 16.7821 26.5918  -0.009
C 14.0423 16.9962 25.2964  -0.569
C 15.4069 16.5178 24.8721  0.029
O 13.2763 17.4823 24.5128  0.106
H 11.2155 16.5803 28.7202  0.079
H 12.9688 16.7746 29.0291  0.071
H 12.3434 15.2602 28.3585  0.077
H 11.7741 16.3172 26.2560  0.125
H 11.9820 17.9017 26.8730  0.124
H 15.9947 16.0913 25.6805  0.084
H 15.9386 17.3559 24.4219  0.060
H 15.2496 15.7687 24.0981  0.094
C 18.9232 18.9570 25.8930  -0.051
C 18.8977 20.4453 26.0102  -0.200
O 19.8934 20.8235 26.9967  -0.011
C 20.0630 22.1272 27.2134  -0.578
C 21.1227 22.4003 28.2342  0.020
O 19.4321 22.9917 26.6593  0.101
H 19.8352 18.6020 25.4138  0.082
H 18.0160 18.5375 25.4739  0.064
H 18.9810 18.5242 26.9017  0.081
H 19.1751 20.9417 25.0787  0.096
H 17.9357 20.8455 26.3092  0.110
H 21.2921 23.4678 28.2827  0.086
H 22.0422 21.8802 27.9580  0.089
H 20.8165 21.9943 29.1976  0.089
C 13.4657 20.1823 18.1373  -0.052
C 13.7616 18.7046 18.0164  -0.214
O 12.9047 18.0707 17.0732  0.001
C 11.6800 17.7636 17.5024  -0.558
C 10.9009 17.0986 16.3987  0.026
O 11.2845 18.0085 18.5990  0.107
H 13.4995 20.6783 17.1674  0.086
H 14.2206 20.6535 18.7705  0.075
H 12.4846 20.3043 18.5888  0.049
H 14.7869 18.5293 17.6807  0.108
H 13.7161 18.1973 18.9826  0.129
H 10.7264 17.8715 15.6444  0.093
H 9.9387 16.7255 16.7299  0.084
H 11.4864 16.2970 15.9584  0.088

# 2
Density functional theory data (wB97M-V/def2-TZVPD) for 11 unconnected molecules or ions with the total composition C11H44N10O11 in a non-equilibrium geometry.

## Properties
- Energy above the lowest of the compared OMol25 structures with the same formula, charge and spin: 104.8 kcal per mole
- E_HOMO: -8.889 eV
- SMILES string: NC(N)=O.NC(N)=O.NC(N)=O.NC(N)=O.NC(N)=O.CO.CO.CO.CO.CO.CO
- HOMO-LUMO gap: 8.41 eV
- LUMO energy: -0.5 eV

Last column: Löwdin charge in e.
CARTESIAN COORDINATES (ANGSTROEM)
N 0.7081 1.5385 -5.5762  0.174
C 0.1788 2.0255 -4.5206  -0.834
N -0.9915 1.5156 -4.2885  0.168
O 0.7588 2.8491 -3.8622  0.047
H 0.1767 0.8501 -6.0899  0.109
H 1.5583 1.8833 -5.9985  0.130
H -1.4065 0.6566 -4.6204  0.102
H -1.3558 1.9804 -3.4692  0.118
N 1.0928 0.2135 6.2432  0.149
C 0.7191 0.5606 5.0095  -0.801
N 0.2914 -0.4147 4.3076  0.198
O 0.7643 1.7104 4.6868  0.053
H 1.6308 0.8577 6.8050  0.112
H 1.0495 -0.7669 6.4821  0.093
H -0.2653 -0.2422 3.4828  0.101
H 0.5368 -1.3368 4.6388  0.108
N -3.7085 -3.0099 -3.6628  0.179
C -3.2700 -2.5344 -2.5683  -0.802
N -3.2559 -1.2343 -2.6782  0.172
O -2.9218 -3.1071 -1.5601  0.040
H -4.0854 -2.3851 -4.3613  0.119
H -3.7162 -4.0120 -3.7884  0.136
H -3.4410 -0.9508 -3.6298  0.103
H -3.0092 -0.7476 -1.8283  0.124
N 3.7392 1.6186 -1.2124  0.180
C 4.9101 1.4516 -1.7382  -0.768
N 4.9211 1.9998 -2.9380  0.140
O 5.9345 0.9858 -1.2510  0.012
H 2.9677 2.0157 -1.7294  0.107
H 3.6431 1.3017 -0.2582  0.081
H 4.0724 2.4185 -3.2907  0.094
H 5.7206 1.9423 -3.5526  0.110
N -0.7866 -3.7210 0.3455  0.199
C -0.6692 -3.4381 1.6149  -0.737
N -0.0672 -4.3518 2.3444  0.165
O -1.0772 -2.4038 2.1275  0.011
H -0.2454 -4.5500 0.1459  0.112
H -1.4076 -3.2372 -0.2874  0.072
H 0.1389 -4.2330 3.3259  0.116
H 0.3052 -5.1975 1.9367  0.106
C 3.2164 -1.2251 1.7795  -0.131
O 4.0694 -0.3174 1.0384  -0.129
H 2.1791 -1.2759 1.4484  0.066
H 3.5966 -2.2440 1.8534  0.072
H 3.3184 -0.8913 2.8121  0.071
H 4.8983 -0.8009 1.0097  0.077
C -2.6859 3.9565 2.2613  -0.181
O -2.5399 2.5963 2.0258  -0.122
H -2.7159 4.5416 1.3421  0.076
H -3.5990 4.0305 2.8520  0.078
H -1.9817 4.3566 2.9908  0.077
H -1.6403 2.3084 1.8545  0.035
C 0.3987 -1.9123 -2.9072  -0.149
O 1.0533 -1.9840 -4.1785  -0.119
H 1.0223 -2.1179 -2.0371  0.081
H -0.1040 -0.9502 -2.8083  0.045
H -0.2825 -2.7616 -2.8534  0.067
H 0.3679 -2.0366 -4.8487  0.061
C -0.2511 0.7264 -0.0974  -0.121
O -0.9174 0.2665 1.0867  -0.139
H -0.2746 1.8159 -0.0773  0.072
H 0.8116 0.5010 -0.0087  0.074
H -0.6789 0.4018 -1.0460  0.051
H -0.9608 -0.6925 1.0836  0.019
C 1.7334 3.0126 2.1144  -0.148
O 2.3298 3.6611 0.9839  -0.133
H 0.6932 2.7462 1.9272  0.047
H 2.3142 2.1437 2.4239  0.079
H 1.6418 3.7765 2.8866  0.077
H 1.8128 4.4447 0.7833  0.069
C -4.2013 -0.7459 1.7411  -0.134
O -5.5341 -1.2197 1.3639  -0.123
H -3.3507 -0.9850 1.1027  0.042
H -4.1091 0.2991 2.0370  0.068
H -3.9063 -1.3305 2.6125  0.074
H -5.8613 -0.5959 0.7117  0.056

# 3
Density functional theory data (wB97M-V/def2-TZVPD) for a molecular structure, C26H43O7P2Pt.

## Properties
- Energy above the lowest of the compared OMol25 structures with the same formula, charge and spin: 0.6 kcal per mole
- E_HOMO (spin up / spin down): -10.233 / -12.248 eV
- Charge: +1
- HOMO-LUMO gap (spin up / spin down): 8.43 / 6.48 eV
- 2S+1: 5
- LUMO energy (spin up / spin down): -1.8 / -5.8 eV

Last column: Löwdin charge in e.
CARTESIAN COORDINATES (ANGSTROEM)
Pt -0.4520 0.1737 0.4036  1.304
C 0.1583 -1.8549 2.5850  0.032
C -1.0660 -1.8628 1.9195  -0.110
C -1.6548 -0.4974 2.1323  -0.231
C -0.6199 0.2751 2.7492  -0.082
C 0.4488 -0.5772 3.1382  -0.138
C 1.5860 -0.2531 4.0536  -0.543
C 2.8882 -0.8642 3.5206  -0.023
C 1.2590 -0.8926 5.4166  -0.018
C 1.7506 1.2562 4.2144  -0.032
C -3.1164 -0.0730 2.3400  -0.524
C -3.4882 -0.6393 3.7245  -0.008
C -4.1198 -0.5592 1.2968  -0.036
C -3.2705 1.4497 2.4093  -0.048
C -1.6047 -3.1135 1.2242  -0.516
C -2.2358 -2.8356 -0.1491  -0.029
C -2.6062 -3.8324 2.1455  -0.025
C -0.4487 -4.0953 0.9803  -0.046
H 0.8213 -2.6993 2.6580  0.117
H -0.7437 1.2834 3.1057  0.109
H 2.8092 -1.9474 3.4215  0.085
H 3.6915 -0.6582 4.2276  0.100
H 3.1599 -0.4394 2.5580  0.055
H 1.1732 -1.9763 5.3372  0.090
H 0.3280 -0.5030 5.8284  0.091
H 2.0616 -0.6685 6.1191  0.096
H 1.9542 1.7316 3.2543  0.088
H 2.5900 1.4634 4.8772  0.096
H 0.8656 1.7158 4.6549  0.086
H -3.3619 -1.7180 3.7728  0.075
H -4.5321 -0.4103 3.9375  0.102
H -2.8757 -0.1891 4.5050  0.097
H -4.2934 -1.6268 1.3500  0.064
H -3.8100 -0.3038 0.2826  0.083
H -5.0768 -0.0715 1.4828  0.099
H -2.6274 1.9199 3.1506  0.084
H -4.2985 1.6780 2.6905  0.101
H -3.0974 1.9092 1.4389  0.057
H -3.2583 -2.4871 -0.0868  0.059
H -2.2537 -3.7672 -0.7141  0.097
H -1.6486 -2.1270 -0.7389  0.054
H -3.5023 -3.2494 2.3333  0.060
H -2.1502 -4.0775 3.1052  0.098
H -2.9158 -4.7650 1.6732  0.099
H 0.3065 -3.6627 0.3270  0.074
H -0.8438 -4.9810 0.4863  0.096
H 0.0232 -4.4311 1.9031  0.089
C 2.8904 -2.3687 0.0735  -0.046
C 2.9146 -1.3039 -1.0030  -0.593
O 4.1204 -1.4848 -1.7399  -0.034
P 1.5060 -1.4077 -2.1651  0.469
O 1.4184 -2.8580 -2.7696  -0.060
O 1.9232 -0.4992 -3.3815  -0.103
O 0.2254 -1.0437 -1.5029  -0.345
P 2.8348 0.4083 -0.3435  0.372
O 4.1044 0.5813 0.6032  -0.093
O 2.9342 1.2693 -1.5600  -0.292
O 1.6551 0.5226 0.6185  -0.385
H 2.8608 -3.3641 -0.3692  0.095
H 2.0287 -2.2337 0.7222  0.049
H 3.7980 -2.2799 0.6702  0.098
H 4.2313 -0.7430 -2.3518  0.095
H 2.1183 -3.0722 -3.3999  0.112
H 2.2845 0.3496 -3.0102  0.064
H 4.8639 0.9392 0.1282  0.101
C -1.4449 1.6049 -1.0613  -0.078
C -0.5204 2.6016 -0.6467  -0.326
C 0.6035 2.9313 -1.4570  -0.041
C 1.4866 3.9013 -1.0660  -0.053
C 1.3037 4.5796 0.1441  -0.026
C 0.2062 4.2900 0.9563  -0.055
C -0.6964 3.3292 0.5746  -0.040
H -1.3476 1.1845 -2.0544  0.075
H -2.4487 1.6211 -0.6464  0.060
H 0.7451 2.3994 -2.3860  0.117
H 2.3357 4.1348 -1.6913  0.119
H 2.0091 5.3413 0.4430  0.115
H 0.0595 4.8334 1.8790  0.114
H -1.5638 3.1254 1.1837  0.086